Entry a
Molecular formula: C5H7N2S
Method: DFT, ωB97M-V with the def2-TZVPD basis set

Geometry as XYZ:
```
15
Properties=species:S:1:pos:R:3:mulliken_charge:R:1
N -1.36567 1.78941 0.10939 -0.01
H -2.99183 0.83314 -0.66751 0.42
C -0.10424 1.42866 0.43823 -0.13
H 1.36578 -1.79168 1.54493 0.29
H 0.53584 -2.30179 -0.01821 0.28
C -1.05930 -0.29568 -0.66969 0.07
N 0.07295 0.15699 -0.05429 0.19
H -1.86710 2.63291 0.23672 0.19
C 1.40961 -1.77990 0.40387 -0.92
C 1.37898 -0.38647 -0.08911 0.15
H 0.69601 2.04920 0.77618 0.39
H -1.21249 -1.29536 -1.03905 0.36
H 2.35107 -2.37657 0.22069 0.34
S 2.77618 0.58887 -0.58978 -0.06
C -1.98578 0.74829 -0.60237 -0.55
```

The value obtained for the HOMO energy is -0.48490 Ha. As for the net charge: +1.

Entry b
Molecular formula: C5H7N2S
Method: DFT, ωB97M-V with the def2-TZVPD basis set

Geometry as XYZ:
```
15
Properties=species:S:1:pos:R:3:mulliken_charge:R:1
H -1.35631 2.62297 -1.47229 0.43
C -0.56503 1.88573 -1.36876 -0.17
S 0.84721 1.81002 -2.36434 -0.03
H -1.28195 -1.75127 -0.20676 0.29
H 1.53823 -1.03900 1.27069 0.38
C -0.67788 -1.66518 0.62980 -0.42
N -0.56015 1.09567 -0.36355 -0.47
C 1.46299 0.61740 -1.27183 -0.30
H -0.57609 -0.26817 2.56991 0.30
N -0.61738 -0.44235 1.56711 -0.11
C 0.55371 0.29764 -0.32128 0.11
H 2.37188 0.00560 -1.55197 0.34
H -0.60504 -2.68739 0.99739 0.29
C 0.52223 -0.82247 0.75281 -0.03
H -1.05643 0.34080 1.13308 0.39
```

The value obtained for the HOMO energy is -0.49793 Ha. As for the net charge: +1.

Entry c
Molecular formula: C5H7N2S
Method: DFT, ωB97M-V with the def2-TZVPD basis set

Geometry as XYZ:
```
15
Properties=species:S:1:pos:R:3:mulliken_charge:R:1
H -0.92324 0.17638 -1.89458 0.36
C -1.10535 -0.41017 -1.07488 -0.37
H 2.63203 -0.31536 1.36011 0.40
C 1.69765 0.15281 1.02174 -0.23
N -0.52170 0.15931 0.22679 0.00
C 0.79129 -0.55397 0.36261 0.10
H -1.22866 1.98488 1.12565 0.40
S 1.24981 1.83755 1.37352 -0.03
C 0.70562 -1.64760 -0.57417 -0.16
H -1.14468 -0.16440 1.08909 0.41
H -2.18840 -0.63467 -1.19320 0.31
H 1.32139 -2.61416 -0.48106 0.36
C -0.42508 1.60648 0.52023 -0.45
N -0.30995 -1.60179 -1.34036 -0.42
H -0.55074 2.02469 -0.52149 0.31
```

The value obtained for the HOMO energy is -0.49052 Ha. As for the net charge: +1.

It is entry a that is the most stable of them.

Entry a
Molecular formula: O2
Method: DFT, ωB97M-V with the def2-TZVPD basis set

Geometry as XYZ:
```
2
Properties=species:S:1:pos:R:3:mulliken_charge:R:1
O -0.81979 -0.09485 0.01270 0.00
O 0.81979 0.09485 -0.01270 0.00
```

The value obtained for the HOMO energy is -0.45674 Ha.

Entry b
Molecular formula: O2
Method: DFT, ωB97M-V with the def2-TZVPD basis set

Geometry as XYZ:
```
2
Properties=species:S:1:pos:R:3:mulliken_charge:R:1
O 0.00000 0.00000 -0.59446 0.00
O 0.00000 0.00000 0.59446 0.00
```

The value obtained for the HOMO energy is -0.36229 Ha.

Entry c
Molecular formula: O2
Method: DFT, ωB97M-V with the def2-TZVPD basis set

Geometry as XYZ:
```
2
Properties=species:S:1:pos:R:3:mulliken_charge:R:1
O 0.00000 0.00000 0.79253 0.00
O 0.00000 0.00000 -0.79253 0.00
```

The value obtained for the HOMO energy is -0.44878 Ha.

It is entry b that is the most stable of them.

Entry a
Molecular formula: H17O9
Method: DFT, ωB97M-V with the def2-TZVPD basis set

Geometry as XYZ:
```
26
Properties=species:S:1:pos:R:3:mulliken_charge:R:1
H -3.65153 -11.20458 -3.26717 0.31
H -5.58291 -14.55686 -3.12884 -0.09
H -4.23667 -14.07717 -4.11491 0.40
O -4.09011 -17.13062 -4.39518 -0.62
H -7.11734 -12.06721 -2.36471 0.30
O -2.38921 -14.26957 -1.82427 -0.75
H -3.90672 -16.90437 -5.32649 0.32
H -7.29698 -14.93455 -4.13417 0.31
H -4.48873 -16.45547 -3.94570 0.29
O -3.73216 -13.83739 -4.92909 -0.70
O -4.28253 -11.56406 -2.63973 -0.68
O -5.48918 -16.70767 -2.07619 -0.72
H -4.11059 -14.35937 -5.59788 0.32
H -5.25091 -15.74496 -2.09790 0.36
O -7.23708 -13.02801 -2.34061 -0.71
H -6.33098 -13.34463 -2.46322 0.56
H -6.80027 -16.25178 -4.46285 0.35
H -2.15559 -14.86233 -2.52187 0.28
H -4.63715 -16.89724 -1.72794 0.34
H -5.31043 -14.13586 -0.96252 0.49
O -5.45871 -14.09316 -0.01662 -0.68
H -5.46896 -15.00070 0.28640 0.29
H -4.39702 -12.48484 -2.76479 0.37
H -3.37369 -14.16161 -1.93802 0.48
O -6.69048 -15.28761 -4.74718 -0.64
O -4.82780 -14.25079 -2.60109 -1.21
```

The value obtained for the HOMO energy is -0.24886 Ha. As for the net charge: -1.

Entry b
Molecular formula: H17O9
Method: DFT, ωB97M-V with the def2-TZVPD basis set

Geometry as XYZ:
```
26
Properties=species:S:1:pos:R:3:mulliken_charge:R:1
O -39.71229 -16.70013 39.59626 -0.66
O -39.82930 -17.48917 44.17572 -0.69
H -37.11147 -18.53224 40.59866 0.30
H -39.00825 -14.98213 43.49140 0.29
H -39.27816 -16.90131 43.73684 0.24
O -37.77626 -17.31772 41.46434 -0.41
H -36.79152 -16.05009 40.93928 0.34
H -39.27967 -15.92705 39.22683 0.33
O -39.85860 -19.06035 42.36693 -0.78
H -38.89006 -16.92392 40.20044 0.30
H -36.05688 -18.46588 43.70018 0.41
H -35.93105 -19.02676 42.22194 0.38
H -40.23190 -18.43702 43.04397 0.44
H -37.50214 -17.67661 42.36059 -0.23
H -35.26488 -16.43007 40.11046 0.28
O -39.36091 -15.35131 42.60390 -0.76
H -38.97693 -18.79695 41.91769 0.33
O -36.67634 -17.15702 44.58478 -0.60
H -38.75531 -16.05610 42.16617 0.48
H -36.37359 -16.99643 45.45016 0.24
O -36.63743 -19.26074 40.02280 -0.75
H -36.14668 -16.43793 44.20259 0.31
O -35.93848 -15.79414 40.58225 -0.72
O -35.43761 -19.01465 43.09742 -0.73
H -36.82675 -20.08815 40.49908 0.32
H -39.18085 -18.07441 44.76181 0.36
```

The value obtained for the HOMO energy is -0.22414 Ha. As for the net charge: -1.

It is entry a that is the most stable of them.

Entry a
Molecular formula: H17O9
Method: DFT, ωB97M-V with the def2-TZVPD basis set

Geometry as XYZ:
```
26
Properties=species:S:1:pos:R:3:mulliken_charge:R:1
H -2.53668 -1.72863 -0.77219 0.32
H -0.25516 1.69448 2.19192 0.40
H -1.12444 -1.25801 -0.49653 0.21
H 1.10903 2.34708 2.12122 0.28
O -0.64045 -0.63810 2.93951 -0.69
H -1.50855 0.57646 0.21292 0.24
H -0.64702 -0.10300 -2.23194 0.35
O -1.21192 -0.08218 -3.00439 -0.67
H -1.92252 -0.68953 -2.79847 0.28
H 0.02079 -0.95348 2.32345 0.38
H 0.52066 0.21155 0.24329 0.09
O -2.07272 1.01195 0.85189 -0.68
H 2.24268 1.93536 -1.99260 0.30
H 2.39995 -1.97348 -0.94826 0.30
H 1.06918 -1.04421 0.44029 0.35
H 2.19328 -1.02390 1.45412 0.36
O 2.31179 -1.31250 -1.63497 -0.71
H -1.37270 -0.36521 2.38674 0.34
H -2.51114 1.70198 0.35401 0.27
O 1.38088 -1.47959 1.23371 -0.76
O 1.46537 2.21762 -1.51058 -0.68
O 0.09913 -0.06364 -0.59404 -0.62
H 1.47960 -0.87915 -1.44553 0.33
O 0.20394 2.51175 2.38564 -0.69
H 1.00628 1.40493 -1.29845 0.34
O -1.69915 -2.01865 -0.41072 -0.64
```

The value obtained for the HOMO energy is -0.25782 Ha. As for the net charge: -1.

Entry b
Molecular formula: H17O9
Method: DFT, ωB97M-V with the def2-TZVPD basis set

Geometry as XYZ:
```
26
Properties=species:S:1:pos:R:3:mulliken_charge:R:1
H -0.29489 -1.05801 2.80355 0.33
H 1.46559 -0.15405 2.18834 0.40
H -1.98098 2.44086 0.32981 0.33
H -0.48258 -1.46164 -2.51974 0.36
O -1.07488 -0.95808 3.40109 -0.63
O 1.74119 -2.91566 -1.68092 -0.65
O 1.40475 2.04003 -1.17613 -0.69
H -0.53679 0.76287 -2.29687 0.38
H 0.52578 -0.28790 0.31841 0.53
H -1.33245 -0.61075 -1.58193 0.27
H 0.74779 -2.91358 -1.57622 0.35
H 0.75599 2.58900 -1.61330 0.27
O -1.13757 -1.65429 -1.84923 -0.70
O -0.60753 0.71256 -3.30357 -0.74
O -0.74579 0.59382 -0.57459 -0.98
H -1.32280 0.56427 0.10223 0.12
H -1.53234 0.49489 -3.53101 0.33
O 1.80347 -0.13369 3.14819 -0.67
H -1.46025 2.97797 1.71337 0.30
H 0.69834 1.67415 -0.57145 0.32
O -2.22031 2.99687 1.13798 -0.66
H 1.22162 0.40455 3.51599 0.23
H 0.61828 -1.76793 1.11789 0.30
H 2.02300 -2.02290 -2.05305 0.31
H -0.93901 0.00595 3.39028 0.29
O 1.06488 -0.88626 0.93014 -0.71
```

The value obtained for the HOMO energy is -0.24137 Ha. As for the net charge: -1.

It is entry a that is the most stable of them.